Entry 1:
This record from the Open Molecules 2025 dataset describes a structure of composition C27H33BrFMgN10OS. The level of theory is ωB97M-V/def2-TZVPD.

CARTESIAN COORDINATES (ANGSTROEM)
Mg -0.47 -0.48 0.12
N 3.71 0.68 1.89
C 4.28 -0.34 1.16
C 3.41 -0.56 0.13
N 2.34 0.31 0.20
C 2.55 1.03 1.28
C 1.67 2.09 1.76
N 0.41 2.15 1.45
C -0.07 3.28 2.06
C 0.93 3.91 2.74
N 2.04 3.14 2.54
H 4.06 1.03 2.76
H 5.21 -0.80 1.42
H 3.52 -1.26 -0.68
H -1.11 3.57 1.98
H 0.95 4.81 3.33
H 2.96 3.35 2.89
F -4.47 -4.46 -2.69
C -3.68 -3.59 -2.01
C -3.71 -2.25 -2.34
C -2.89 -1.37 -1.64
C -2.03 -1.77 -0.60
C -2.07 -3.15 -0.32
C -2.88 -4.06 -1.00
H -4.37 -1.91 -3.14
H -2.94 -0.33 -1.93
H -1.45 -3.55 0.48
H -2.89 -5.12 -0.75
C -3.57 1.43 4.53
N -3.38 -0.01 4.49
C -4.55 -0.77 4.91
C -2.28 -0.59 3.95
S -1.18 0.28 3.01
N -2.13 -1.92 4.21
C -1.23 -2.70 3.36
C -2.17 -2.41 5.59
H -3.92 1.72 5.52
H -4.32 1.74 3.79
H -2.64 1.94 4.32
H -5.44 -0.27 4.51
H -4.65 -0.80 6.00
H -4.51 -1.78 4.52
H -1.42 -2.49 2.32
H -1.41 -3.75 3.56
H -0.18 -2.47 3.57
H -2.59 -1.67 6.26
H -1.15 -2.64 5.92
H -2.76 -3.33 5.65
C 1.92 -4.30 1.46
N 1.71 -3.72 0.13
C 2.12 -4.35 -0.99
C 1.89 -3.84 -2.22
C 1.17 -2.61 -2.28
N 0.84 -1.96 -1.17
C 1.07 -2.50 0.04
O 0.69 -1.92 1.08
N 0.82 -2.07 -3.45
H 2.15 -5.35 1.36
H 1.01 -4.18 2.05
H 2.73 -3.78 1.98
H 2.65 -5.29 -0.86
H 2.21 -4.36 -3.11
H 0.98 -2.55 -4.31
H 0.24 -1.25 -3.45
Br -1.29 4.06 -3.58
C -1.87 3.12 -2.06
C -3.01 3.51 -1.38
C -3.40 2.77 -0.27
C -2.64 1.67 0.10
N -1.54 1.31 -0.56
C -1.16 2.02 -1.62
H -3.58 4.37 -1.71
H -4.28 3.04 0.28
H -2.92 1.06 0.95
H -0.26 1.71 -2.13

The calculation puts the HOMO energy at -9.97 eV. Its spin multiplicity is 1. The orbital gap comes out at 8.0 eV. As for the energy above the lowest of the compared OMol25 structures with the same formula, charge and spin: 30.20 kcal/mol. Its charge is +1.



Entry 2:
This record from the Open Molecules 2025 dataset describes a structure of composition C27H33ClIrN2O4. The level of theory is ωB97M-V/def2-TZVPD.

CARTESIAN COORDINATES (ANGSTROEM)
Ir -0.34 -0.15 0.06
Cl -2.22 -0.59 -1.07
N 0.49 -1.95 -0.60
N -0.95 1.81 0.40
C 0.72 -2.25 -1.87
C -1.20 2.70 -0.56
C 0.47 -3.25 0.18
C 0.18 -4.24 -0.94
C -0.60 -3.33 1.24
C 1.84 -3.52 0.81
H -1.53 -2.93 0.82
H -0.30 -2.78 2.14
H -0.75 -4.40 1.47
H 2.65 -3.53 0.07
H 1.81 -4.51 1.31
H 2.07 -2.76 1.58
C -1.62 2.32 1.66
C -2.68 3.22 1.07
C -0.62 3.12 2.50
C -2.25 1.24 2.52
H -2.76 0.53 1.86
H -2.99 1.74 3.16
H -1.49 0.74 3.13
H -0.20 3.98 1.96
H 0.21 2.48 2.83
H -1.14 3.50 3.40
O -2.20 3.53 -0.27
H -2.83 4.17 1.59
H -3.65 2.71 0.98
O 0.53 -3.53 -2.17
H -0.88 -4.50 -0.99
H 0.77 -5.16 -0.91
C 1.24 -1.41 -3.01
C -0.50 2.99 -1.85
C -0.55 1.87 -2.86
H 0.55 3.25 -1.62
H -0.94 3.91 -2.28
C 0.55 1.00 -2.99
C 0.30 -0.31 -3.43
H 1.54 1.30 -2.65
C -0.83 -0.56 -4.24
C -1.76 0.47 -4.41
C -1.06 -1.86 -4.95
C -1.70 1.65 -3.66
H -2.62 0.30 -5.05
C -2.83 2.62 -3.77
H -3.52 2.25 -4.52
H -2.48 3.61 -4.09
H -3.40 2.73 -2.84
H -0.23 -2.12 -5.60
H -1.96 -1.75 -5.57
H -1.26 -2.70 -4.26
H 1.45 -2.08 -3.86
H 2.21 -0.99 -2.72
O 1.74 0.42 0.74
C 1.43 0.01 1.90
O 0.22 -0.46 2.07
C 2.32 0.02 3.08
C 1.89 -0.55 4.30
C 2.71 -0.43 5.42
C 3.94 0.23 5.33
C 4.37 0.77 4.10
C 3.55 0.67 2.98
H 0.93 -1.08 4.32
H 2.38 -0.86 6.38
H 4.58 0.32 6.21
H 5.33 1.27 4.01
H 3.82 1.08 2.00

The calculation puts the HOMO energy (spin up / spin down) at -0.32 / -4.46 eV. Its spin multiplicity is 5. The orbital gap (spin up / spin down) comes out at 3.0 / 7.0 eV. Its charge is -1.



Entry 3:
This record from the Open Molecules 2025 dataset describes a cluster of 8 separate species, C27H33F7O22PS in total. The level of theory is ωB97M-V/def2-TZVPD.

CARTESIAN COORDINATES (ANGSTROEM)
C 4.14 0.94 -0.62
C 3.09 0.78 -1.18
C 1.73 0.58 -1.67
S 1.06 -0.87 -0.75
C -0.70 -0.97 -1.19
C -1.31 -2.08 -0.31
P 2.03 -2.68 -1.45
C 3.66 -2.72 -0.59
O 2.37 -2.38 -3.03
H 4.99 0.86 0.02
H 1.73 0.41 -2.75
H 1.12 1.42 -1.37
H -1.12 0.00 -0.91
H -0.83 -1.18 -2.25
H -2.39 -2.08 -0.44
H -1.04 -1.89 0.73
H -0.86 -3.03 -0.59
H 3.73 -3.59 0.06
H 4.50 -2.66 -1.29
H 3.73 -1.83 0.05
H 2.80 -3.17 -3.39
C 1.41 2.29 1.96
C 0.08 2.76 1.42
O -0.80 2.52 2.50
C -0.04 2.61 3.65
O -0.50 2.72 4.73
O 1.28 2.57 3.35
F -0.33 2.01 0.35
H 1.55 1.21 1.82
H 2.25 2.82 1.53
H 0.05 3.82 1.16
C 2.42 0.56 -5.39
C 1.79 1.37 -6.50
O 1.55 2.62 -5.87
C 2.49 2.76 -4.88
O 2.73 3.77 -4.33
O 3.09 1.57 -4.63
F 0.61 0.84 -6.90
H 1.66 0.08 -4.76
H 3.11 -0.18 -5.75
H 2.44 1.52 -7.37
C -4.09 1.28 1.48
C -4.85 1.10 2.77
O -5.21 -0.28 2.73
C -4.25 -0.91 2.01
O -4.08 -2.08 2.00
O -3.50 -0.03 1.32
F -5.98 1.85 2.79
H -4.74 1.49 0.64
H -3.33 2.05 1.55
H -4.27 1.30 3.68
C 5.11 -2.76 4.43
C 3.78 -3.43 4.17
O 2.88 -2.34 4.18
C 3.57 -1.24 3.78
O 3.08 -0.22 3.45
O 4.91 -1.47 3.83
F 3.45 -4.30 5.15
H 5.30 -2.64 5.49
H 5.95 -3.28 3.97
H 3.72 -3.95 3.20
C -3.05 5.66 0.98
C -3.93 6.48 0.07
O -4.37 5.53 -0.88
C -4.38 4.32 -0.26
O -4.93 3.36 -0.68
O -3.67 4.37 0.90
F -3.22 7.45 -0.56
H -2.03 5.59 0.60
H -3.03 6.02 2.00
H -4.79 6.93 0.57
C -4.10 -1.61 6.08
C -5.53 -2.07 6.26
O -6.00 -1.23 7.29
C -5.30 -0.06 7.20
O -5.61 0.95 7.73
O -4.20 -0.22 6.41
F -5.58 -3.36 6.68
H -3.42 -2.10 6.78
H -3.74 -1.74 5.07
H -6.15 -1.95 5.37
C 2.80 -3.83 -6.41
C 2.45 -2.94 -7.57
O 3.54 -3.14 -8.44
C 4.01 -4.40 -8.21
O 4.74 -4.99 -8.92
O 3.52 -4.89 -7.03
F 2.40 -1.64 -7.18
H 3.44 -3.32 -5.69
H 1.92 -4.21 -5.89
H 1.52 -3.20 -8.09

The calculation puts the HOMO energy at -12.70 eV. Its spin multiplicity is 1. The orbital gap comes out at 9.2 eV. Its charge is +1.



Entry 4:
This record from the Open Molecules 2025 dataset describes a cluster of 9 separate species, C27H33F7O27 in total. The level of theory is ωB97M-V/def2-TZVPD.

CARTESIAN COORDINATES (ANGSTROEM)
C -1.69 -6.15 7.03
C -2.74 -5.76 7.98
O -2.00 -5.79 9.10
C -1.11 -6.66 9.03
O -0.61 -7.26 10.01
O -0.88 -6.88 7.78
F -3.82 -6.59 7.95
H -1.05 -5.39 6.58
H -2.14 -6.80 6.29
H -3.07 -4.76 7.71
C -7.10 -10.81 2.70
C -6.64 -9.67 3.60
O -7.82 -9.42 4.28
C -8.82 -9.64 3.44
O -9.95 -9.23 3.63
O -8.40 -10.44 2.41
F -6.10 -8.69 2.80
H -7.13 -11.76 3.24
H -6.44 -11.02 1.85
H -5.91 -9.93 4.37
C -5.65 -8.33 -5.56
C -6.05 -7.49 -4.34
O -5.06 -6.41 -4.50
C -3.95 -6.88 -5.03
O -2.88 -6.27 -5.28
O -4.21 -8.09 -5.53
F -5.77 -8.33 -3.33
H -5.89 -7.86 -6.52
H -5.77 -9.41 -5.54
H -7.07 -7.12 -4.37
C 7.11 6.26 4.91
C 5.90 5.43 4.46
O 5.67 6.03 3.20
C 6.06 7.35 3.29
O 5.83 8.18 2.43
O 6.77 7.48 4.41
F 4.86 5.75 5.34
H 8.04 5.86 4.51
H 7.15 6.34 5.99
H 6.11 4.36 4.48
C -0.30 8.19 4.46
C -0.86 9.42 5.18
O -0.96 9.01 6.52
C -0.67 7.78 6.63
O -0.54 7.20 7.69
O -0.56 7.20 5.42
F -2.13 9.56 4.65
H 0.79 8.25 4.34
H -0.81 7.94 3.53
H -0.37 10.39 5.08
C 10.32 3.21 -4.21
C 8.97 3.92 -4.00
O 9.37 4.84 -2.99
C 10.49 4.54 -2.50
O 10.98 5.17 -1.57
O 11.06 3.57 -3.13
F 8.21 2.96 -3.56
H 10.87 3.66 -5.04
H 10.04 2.17 -4.33
H 8.65 4.39 -4.93
C -6.27 1.90 -1.74
C -7.26 0.88 -1.35
O -6.85 -0.22 -2.09
C -6.17 0.30 -3.18
O -5.97 -0.31 -4.20
O -6.09 1.67 -3.07
F -8.42 1.35 -1.85
H -5.35 1.77 -1.17
H -6.48 2.95 -1.56
H -7.40 0.68 -0.29
C 6.94 3.91 -9.71
O 5.61 3.35 -9.40
C 4.68 4.25 -8.86
O 4.88 5.45 -8.68
O 3.45 3.70 -8.70
C 2.50 4.50 -7.94
H 7.49 3.32 -10.44
H 7.53 3.84 -8.80
H 6.96 4.98 -9.89
H 2.64 4.53 -6.85
H 1.55 3.99 -8.07
H 2.43 5.54 -8.25
C 1.00 1.29 0.17
O 0.75 0.05 0.80
C -0.25 -0.72 0.39
O -1.12 -0.48 -0.44
O -0.11 -1.93 0.93
C -0.93 -3.02 0.62
H 0.36 1.51 -0.69
H 2.01 1.35 -0.24
H 0.97 2.07 0.93
H -0.76 -3.85 1.30
H -0.62 -3.25 -0.40
H -2.01 -2.93 0.71

The calculation puts the HOMO energy at -10.92 eV. Its spin multiplicity is 1. The orbital gap comes out at 11.0 eV. As for the energy above the lowest of the compared OMol25 structures with the same formula, charge and spin: 148.40 kcal/mol. The SMILES is O=C1OC[C@@H](F)O1.O=C1OC[C@@H](F)O1.O=C1OC[C@@H](F)O1.O=C1OC[C@@H](F)O1.O=C1OC[C@@H](F)O1.O=C1OC[C@@H](F)O1.O=C1OC[C@@H](F)O1.COC(=O)OC.COC(=O)OC.



Entry 5:
This record from the Open Molecules 2025 dataset describes a structure of composition C27H33FN4PbS. The level of theory is ωB97M-V/def2-TZVPD.

CARTESIAN COORDINATES (ANGSTROEM)
Pb 0.73 0.57 -0.72
C -1.72 2.21 4.02
C -2.69 1.23 3.36
C -2.39 -0.19 3.86
C -2.70 1.31 1.84
C -2.23 2.43 1.16
C -2.32 2.52 -0.23
C -2.89 1.51 -0.98
C -3.10 1.67 -2.47
C -3.33 0.37 -0.31
C -3.23 0.27 1.07
H -1.75 2.09 5.10
H -1.98 3.25 3.80
H -0.70 2.02 3.68
H -3.70 1.49 3.69
H -1.47 -0.57 3.41
H -3.20 -0.88 3.63
H -2.26 -0.19 4.94
H -1.80 3.26 1.70
H -1.96 3.42 -0.72
H -2.27 2.20 -2.93
H -4.01 2.24 -2.65
H -3.19 0.70 -2.95
H -3.77 -0.44 -0.87
H -3.60 -0.62 1.55
C -0.70 -3.26 -5.74
C -1.72 -2.53 -4.88
N -1.27 -1.20 -4.48
C -0.47 -1.00 -3.41
S 0.29 0.59 -3.34
N -0.31 -1.95 -2.55
N 0.42 -1.65 -1.44
C 1.13 -2.57 -0.88
C 1.15 -3.97 -1.42
C 1.93 -2.19 0.28
C 2.51 -3.14 1.07
C 3.42 -2.73 2.10
C 3.52 -1.43 2.41
C 2.56 -0.44 1.81
N 2.09 -0.85 0.49
H -1.11 -4.21 -6.09
H -0.43 -2.66 -6.61
H 0.20 -3.46 -5.17
H -2.67 -2.43 -5.41
H -1.90 -3.08 -3.96
H -1.20 -0.50 -5.20
H 0.91 -3.95 -2.48
H 2.12 -4.43 -1.27
H 0.39 -4.57 -0.92
H 2.33 -4.19 0.89
H 4.05 -3.46 2.58
H 4.24 -1.06 3.14
H 3.08 0.52 1.70
F 2.14 -0.02 8.30
C 1.97 -0.08 6.96
C 2.20 1.06 6.22
C 2.01 1.00 4.85
C 1.59 -0.17 4.23
C 1.33 -0.21 2.75
C 1.38 -1.30 5.01
C 1.56 -1.26 6.39
H 2.52 1.97 6.71
H 2.19 1.88 4.24
H 0.64 -1.03 2.52
H 0.85 0.73 2.44
H 1.07 -2.22 4.54
H 1.39 -2.13 7.01

The calculation puts the HOMO energy at -6.86 eV. Its spin multiplicity is 1. The orbital gap comes out at 6.4 eV. As for the energy above the lowest of the compared OMol25 structures with the same formula, charge and spin: 21.06 kcal/mol.



Entry 6:
This record from the Open Molecules 2025 dataset describes a structure of composition C27H33N3O2S. The level of theory is ωB97M-V/def2-TZVPD.

CARTESIAN COORDINATES (ANGSTROEM)
C 2.44 2.57 1.10
H 3.26 2.47 1.82
H 2.66 3.64 0.53
H 1.44 2.46 1.41
C 2.65 1.28 -0.16
N 3.98 1.45 -0.33
S 4.73 0.20 -1.06
O 5.86 1.00 -2.05
O 3.86 -0.47 -2.08
C 5.56 -0.69 0.09
C 5.21 -1.80 0.20
C 5.73 -2.64 1.10
C 6.68 -2.30 2.02
C 6.93 -0.67 2.07
C 6.33 -0.03 0.89
H 6.45 1.01 1.03
H 7.59 -0.44 2.81
H 7.06 -2.75 3.01
H 5.75 -3.69 1.21
H 4.60 -2.41 -0.45
H 4.25 2.43 -0.86
C 2.29 0.19 0.80
H 3.14 0.06 1.49
H 2.46 -0.65 0.08
H 1.42 0.21 0.84
C 1.86 1.68 -1.32
N 0.39 1.14 -1.35
C -0.49 2.20 -0.51
C -2.02 1.92 -0.97
N -2.37 0.56 -1.25
C -1.40 0.01 -2.16
C -0.03 -0.08 -1.63
H 0.74 -0.51 -2.15
H -0.03 -0.74 -0.57
H -1.76 -1.20 -2.25
H -1.34 0.59 -3.05
C -2.79 -0.09 -0.28
C -3.29 -1.48 -0.15
C -2.90 -2.52 0.40
C -3.46 -3.72 0.24
C -4.14 -4.16 -0.75
C -4.76 -2.95 -1.47
C -4.26 -1.79 -1.43
H -4.52 -1.07 -2.06
H -5.41 -3.14 -2.61
H -4.43 -5.14 -1.11
H -2.94 -4.77 0.81
H -2.07 -2.54 1.24
C -3.97 0.69 0.43
C -5.10 1.31 -0.18
C -6.04 1.88 0.32
C -6.19 1.82 1.69
C -5.08 1.20 2.42
C -4.10 0.47 2.01
H -3.30 -0.01 2.64
H -5.33 1.19 3.80
H -7.10 2.17 2.14
H -6.88 2.33 -0.19
H -4.81 1.39 -1.28
H -1.86 -0.17 0.93
H -2.58 2.40 -0.51
H -1.88 2.46 -1.96
H -0.18 3.09 -0.49
H -0.69 1.59 0.65
H 1.90 2.60 -1.55
H 2.30 0.98 -2.04

The calculation puts the HOMO energy at -7.40 eV. Its spin multiplicity is 1. The orbital gap comes out at 7.4 eV. As for the energy above the lowest of the compared OMol25 structures with the same formula, charge and spin: 635.79 kcal/mol.



Largest force on an atom: 0.5, 3.6, 1.8, 9.3, 0.7, 18.0 (eV/A)